No. 1
157
Properties=species:S:1:pos:R:3 method="wB97M-V/def2-TZVPD" fmax_ev_per_a=4.794 orbital_gap_ha=0.1977 de_lowest_kcal_mol=165.5 e_homo_ev=-7.43 multiplicity=1
O -3.29628 -0.63455 -0.47038
V -2.68331 -1.63022 -1.55476
O -2.75010 -0.94775 -2.95677
N -0.49529 -0.82163 0.73256
O -0.94508 -1.57532 1.53868
O 0.25299 0.06322 1.15753
O -0.75093 -0.94521 -0.48393
C -1.86338 -4.78473 -0.02984
C -1.49526 -5.34216 -1.44056
C -2.49269 -6.62556 -1.64003
C -2.43022 -7.00010 -3.08381
C -2.72502 -5.78983 -4.06191
C -1.80660 -4.55225 -3.88483
N -1.66241 -4.22251 -2.44189
O -0.91761 -3.09002 -2.20859
C -0.52915 -4.85096 -4.70107
C -2.54515 -3.41175 -4.61897
C -0.05428 -5.95382 -1.37635
H -2.88882 -5.04198 0.23545
H -1.74090 -3.70616 -0.12885
H -1.27650 -5.26885 0.75073
H -2.27536 -7.48040 -0.99963
H -3.51468 -6.25438 -1.56349
H -3.11781 -7.81864 -3.29672
H -1.50642 -7.52775 -3.32106
H -3.77136 -5.52846 -3.90393
H -2.67019 -6.22392 -5.06023
H 0.32342 -4.17194 -4.68841
H -0.13155 -5.80520 -4.35546
H -0.80954 -5.10619 -5.72299
H -3.59773 -3.27129 -4.37311
H -1.91850 -2.52092 -4.57614
H -2.62567 -3.63707 -5.68237
H 0.64898 -5.20372 -1.01459
H 0.26863 -6.40061 -2.31668
H 0.07247 -6.62989 -0.53079
H -0.11348 -3.45846 -2.58172
C 1.28826 1.27619 -1.70162
C 1.66549 1.12681 -3.12038
C 1.56674 -0.37477 -3.45699
C 1.59931 -0.72390 -4.97654
C 0.53506 0.19149 -5.66616
C 0.64602 1.73652 -5.51841
N 0.79354 1.87876 -4.05893
O 0.73613 3.14104 -3.75177
C 1.83784 2.24688 -6.34938
C -0.67128 2.52005 -5.92516
C 3.13850 1.62813 -3.26050
H 0.25025 0.99132 -1.52987
H 1.47943 2.24951 -1.24973
H 1.73814 0.50897 -1.07148
H 2.38886 -0.93315 -3.00932
H 0.65208 -0.78646 -3.03036
H 1.20981 -1.74067 -5.02711
H 2.62967 -0.62864 -5.31915
H -0.48044 -0.14804 -5.46230
H 0.78835 0.00881 -6.71046
H 2.70523 1.64219 -6.08463
H 1.61200 2.23214 -7.41563
H 2.14704 3.26151 -6.09831
H -0.37085 3.55511 -6.08798
H -1.03415 2.23572 -6.91288
H -1.32419 2.52362 -5.05235
H 3.12831 2.67286 -3.57117
H 3.74920 0.99700 -3.90612
H 3.58207 1.62252 -2.26486
H 1.51487 3.55264 -4.13352
C -2.57613 2.55183 -2.57973
C -2.81170 3.26215 -1.19239
C -2.36991 4.76988 -1.32046
C -3.44540 5.74540 -1.89758
C -4.72868 5.58454 -1.03463
C -5.31630 4.13810 -1.11957
N -4.23269 3.17038 -0.73759
O -4.66687 1.82853 -0.61181
C -6.56843 4.09060 -0.22574
C -5.89689 3.86396 -2.52371
C -1.88234 2.61175 -0.17650
H -2.94678 1.53764 -2.72849
H -1.49962 2.58190 -2.74803
H -3.02449 3.23810 -3.29815
H -2.19079 5.11651 -0.30268
H -1.47805 4.91041 -1.93113
H -3.59331 5.50298 -2.94993
H -3.01850 6.74617 -1.83174
H -5.53155 6.23983 -1.37241
H -4.44755 5.88318 -0.02475
H -6.81545 3.05606 0.01263
H -6.20596 4.50149 0.71653
H -7.47600 4.67463 -0.37852
H -6.38001 4.75522 -2.92413
H -5.10124 3.63796 -3.23362
H -6.63230 3.06043 -2.48379
H -2.02879 1.53170 -0.16472
H -2.10015 2.93944 0.84000
H -0.82903 2.79516 -0.38862
H -4.50396 1.60239 0.30685
C 0.88948 5.17976 2.11552
C 1.63890 3.98051 2.75390
C 3.07294 4.37891 3.13287
C 3.21368 5.07822 4.47148
C 2.40613 4.30784 5.59278
C 0.99074 3.92211 5.19524
N 1.03332 3.21404 3.86129
O -0.16565 2.65168 3.49025
C 0.52320 2.98103 6.37319
C 0.12128 5.19419 5.38535
C 1.88816 3.02937 1.54805
H -0.10133 4.74023 2.00049
H 1.12785 5.34630 1.06501
H 0.92642 6.15790 2.59507
H 3.75225 3.53727 2.99766
H 3.50111 5.20204 2.56083
H 2.65415 6.01363 4.47719
H 4.27297 5.19231 4.70168
H 2.32682 4.93412 6.48136
H 2.97770 3.41960 5.86192
H -0.54853 2.83553 6.23779
H 1.10493 2.06161 6.43908
H 0.57608 3.29616 7.41531
H -0.04565 5.72362 6.32340
H 0.35107 6.00437 4.69332
H -0.86029 4.90377 5.01085
H 2.35725 2.14910 1.98758
H 2.58305 3.38285 0.78628
H 0.94021 2.67008 1.14756
H -0.72892 3.41503 3.34325
C 2.29369 -3.14641 1.99280
C 2.91267 -3.86330 3.22909
C 4.46236 -3.53151 3.12703
C 5.20026 -3.91002 4.32123
C 4.68000 -3.33713 5.63674
C 3.14814 -3.48669 5.79798
N 2.43911 -3.24572 4.49589
O 1.08790 -3.46745 4.56834
C 2.93176 -4.97254 6.32622
C 2.67917 -2.49028 6.89453
C 2.73679 -5.46625 3.04299
H 1.20709 -3.22844 2.01864
H 2.62429 -3.71114 1.12109
H 2.58681 -2.10356 1.87170
H 4.92604 -4.15022 2.35871
H 4.78685 -2.52404 2.86661
H 6.25297 -3.63136 4.27376
H 5.28835 -4.99404 4.39358
H 5.02210 -2.30336 5.58778
H 5.28316 -3.89644 6.35192
H 3.48737 -5.69158 5.72423
H 3.14065 -5.10066 7.38831
H 1.87289 -5.19505 6.19429
H 3.28853 -2.60908 7.79044
H 2.77760 -1.44305 6.60867
H 1.65788 -2.59389 7.26104
H 1.94369 -5.87508 3.66906
H 3.61995 -6.04868 3.30548
H 2.52884 -5.69714 1.99821
H 0.98615 -4.41053 4.42047

=====

No. 2
165
Properties=species:S:1:pos:R:3 method="wB97M-V/def2-TZVPD" fmax_ev_per_a=7.153 orbital_gap_ha=0.0927 total_charge=-2 de_lowest_kcal_mol=31.0 e_homo_ev=-2.43 multiplicity=1
O 0.41971 -1.10992 -2.71721
V 0.92438 -2.58148 -2.16178
O 0.83872 -2.50846 -0.60435
N 1.77187 -3.82585 -7.64446
O 1.16584 -3.04126 -8.35519
O 1.92341 -3.61624 -6.46335
O 1.93731 -4.99653 -8.07947
N -2.58896 -4.91073 -5.18679
O -2.21952 -4.51664 -4.13960
O -2.96913 -4.15389 -5.99072
O -2.28043 -6.03553 -5.51890
N 3.02553 -7.76206 -3.00448
O 2.11023 -8.49757 -3.24354
O 2.69463 -6.64278 -2.60785
O 4.19398 -8.11699 -3.28266
C 6.77356 -3.88332 0.31545
C 7.32812 -2.43665 0.03426
C 8.90876 -2.61252 0.07648
C 9.75402 -1.44652 -0.41481
C 9.24165 -1.00892 -1.87120
C 7.72641 -0.67820 -1.89698
N 7.01426 -1.82105 -1.26402
O 5.72899 -1.91123 -1.61604
C 7.46914 0.64737 -1.16176
C 7.35913 -0.43892 -3.40692
C 6.85779 -1.57301 1.23118
H 5.69510 -3.73787 0.37746
H 7.13473 -4.15433 1.30753
H 7.10043 -4.55167 -0.48115
H 9.14759 -2.69326 1.13693
H 9.18245 -3.54324 -0.42047
H 10.80273 -1.74269 -0.39029
H 9.74461 -0.51779 0.15569
H 9.38975 -1.83549 -2.56615
H 9.84397 -0.15437 -2.17952
H 7.56634 1.52762 -1.79722
H 6.42624 0.65847 -0.84500
H 7.93589 0.79123 -0.18731
H 7.90644 0.37958 -3.87448
H 7.43545 -1.26354 -4.11563
H 6.32433 -0.10274 -3.47214
H 5.81993 -1.27449 1.08348
H 7.38855 -0.62156 1.19755
H 6.93253 -2.16395 2.14404
H 5.78553 -2.80491 -1.96205
C 5.18853 -2.03544 7.96449
C 3.94981 -2.84796 8.47664
C 2.95550 -1.88342 9.16441
C 1.49990 -2.25665 9.29823
C 1.05792 -2.94366 8.06762
C 1.94055 -4.07540 7.46375
N 3.25695 -3.49530 7.26307
O 4.05697 -4.39217 6.69477
C 1.92781 -5.36571 8.30401
C 1.29129 -4.34638 5.99095
C 4.43235 -3.88232 9.59363
H 5.01179 -1.51739 7.02190
H 5.99232 -2.72643 7.71043
H 5.58509 -1.30423 8.66889
H 3.29045 -1.79103 10.19755
H 2.96905 -0.92145 8.65203
H 0.83599 -1.50090 9.71794
H 1.59403 -3.00959 10.08075
H 0.84981 -2.21844 7.28095
H 0.15564 -3.52374 8.26124
H 2.67608 -6.08329 7.96749
H 2.26343 -5.22768 9.33183
H 0.89367 -5.69840 8.21466
H 0.21992 -4.39295 6.18614
H 1.46851 -3.51714 5.30608
H 1.64915 -5.21356 5.43594
H 4.90081 -4.80933 9.26304
H 3.70854 -4.15526 10.36155
H 5.21235 -3.43666 10.21094
H 4.20331 -3.89846 5.88456
C -9.21920 -1.49175 -0.55138
C -8.42445 -2.19338 0.61389
C -7.03985 -2.32247 0.03912
C -6.00622 -2.66258 1.14515
C -6.11415 -1.67794 2.29671
C -7.58690 -1.44292 2.96527
N -8.52064 -1.25007 1.81869
O -9.91307 -0.98123 2.19877
C -7.86569 -2.56769 3.83033
C -7.71439 -0.20399 3.83784
C -9.08706 -3.59653 0.89487
H -10.28391 -1.60799 -0.34896
H -9.03946 -1.99873 -1.49940
H -8.87628 -0.45720 -0.56618
H -7.05760 -3.14130 -0.68012
H -6.76957 -1.32348 -0.30307
H -5.01295 -2.60396 0.70009
H -5.97026 -3.72491 1.38655
H -5.83227 -0.71878 1.86235
H -5.43639 -1.75367 3.14700
H -7.23541 -2.56166 4.71960
H -8.89788 -2.58651 4.18010
H -7.72820 -3.52868 3.33466
H -7.07262 -0.35999 4.70496
H -7.30558 0.58382 3.20513
H -8.73288 0.12135 4.04982
H -10.15257 -3.49838 1.10263
H -8.58821 -4.23195 1.62665
H -9.17264 -4.14599 -0.04262
H -10.08892 -0.15316 1.74603
C -1.46243 3.01268 -9.33175
C -2.40912 3.53865 -8.20317
C -3.12931 4.67688 -9.01262
C -4.53703 5.07281 -8.51387
C -5.40242 3.81081 -8.21545
C -4.73428 2.76872 -7.30837
N -3.33477 2.47255 -7.77224
O -2.64223 1.61009 -6.93196
C -4.74943 3.26469 -5.82148
C -5.68984 1.46263 -7.38366
C -1.63239 4.22235 -6.99879
H -1.98411 2.89603 -10.28167
H -0.99265 2.07199 -9.04455
H -0.78196 3.81538 -9.61586
H -2.57914 5.61759 -9.03452
H -3.32062 4.40922 -10.05178
H -5.01442 5.74228 -9.22942
H -4.68717 5.97171 -7.91591
H -5.67686 3.30231 -9.13969
H -6.36742 4.05687 -7.77235
H -4.42911 2.46475 -5.15394
H -4.14455 4.14339 -5.59764
H -5.78961 3.58343 -5.75404
H -5.13660 0.67059 -6.87898
H -6.54828 1.67019 -6.74484
H -6.11078 1.31444 -8.37812
H -0.89289 4.96897 -7.28825
H -1.10723 3.41403 -6.48994
H -2.38415 4.61774 -6.31568
H -2.50981 2.18158 -6.17205
C 0.13677 7.38579 -0.59804
C 1.18363 6.85798 0.48658
C 0.73580 7.46945 1.88622
C -0.48772 6.77898 2.51400
C -0.05584 5.32355 2.64618
C 0.37465 4.53861 1.40193
N 1.26605 5.40199 0.55024
O 1.96041 4.83095 -0.53537
C 1.24866 3.34637 1.88762
C -0.74180 4.05170 0.57671
C 2.66477 7.34914 0.25653
H 0.19330 6.98436 -1.60983
H 0.42474 8.40457 -0.85744
H -0.92047 7.41175 -0.33406
H 1.46409 7.38538 2.69283
H 0.47727 8.51667 1.72937
H -1.30563 6.94062 1.81185
H -0.67635 7.28520 3.46072
H -0.87702 4.73099 3.04945
H 0.59865 5.44518 3.50930
H 2.11262 3.76100 2.40700
H 0.62203 2.81519 2.60406
H 1.71062 2.70448 1.13749
H -1.57112 3.70815 1.19500
H -1.23386 4.84234 0.01025
H -0.45817 3.32269 -0.18234
H 2.62134 8.40603 -0.00651
H 3.00014 6.94489 -0.69857
H 3.46319 7.25600 0.99270
H 1.28559 4.81059 -1.21787